Record 1
The following is a DFT calculation (ωB97M-V/def2-TZVPD) of a cluster of 8 separate species, C6H26O8 in total.

As for the SMILES: CC(C)CCC=O.O.O.O.O.O.O.O. The lowest unoccupied orbital energy is 0.44 eV. The value obtained for the gap between HOMO and LUMO is 10.92 eV. The value obtained for the energy above the lowest of the compared OMol25 structures with the same formula, charge and spin is 103.6 kJ/mol. The charge is 0. The total energy comes out at -846.091501 a.u. As for the maximum force: 0.0469 hartree/bohr.

Geometry (Å):
O -0.615 1.533 3.130
O 1.532 -1.605 -2.004
O 0.364 -0.802 2.429
O 2.619 -0.175 1.183
O 2.602 -2.634 0.308
O -3.075 0.237 -1.726
O -3.558 -0.228 0.896
O -1.906 -1.712 2.353
C -0.095 0.429 -1.001
C 1.789 2.007 -1.691
C -0.358 -0.198 -2.384
C 0.724 -1.122 -2.784
C 0.159 2.614 0.161
C 0.359 1.908 -1.171
H 2.684 0.481 0.473
H 1.879 2.535 -2.623
H 2.362 2.637 -1.006
H -3.100 0.492 1.341
H 0.569 -1.091 3.336
H -0.252 2.333 2.756
H -1.386 -0.618 -2.265
H 0.984 -1.238 -3.846
H 1.219 -0.804 1.893
H -0.812 2.368 0.576
H 2.990 -1.018 0.861
H -1.968 -0.891 2.841
H -2.910 1.172 -1.570
H -1.166 -1.595 1.693
H -0.133 0.755 2.724
H 2.087 -3.385 0.602
H 2.259 1.024 -1.774
H 1.066 2.347 0.695
H -3.251 -1.087 1.176
H 2.294 -2.427 -0.609
H -3.555 -0.082 -0.935
H 0.132 3.672 0.108
H 0.654 -0.084 -0.408
H -0.450 2.310 -1.854
H -1.001 0.391 -0.351
H -0.597 0.603 -3.116

Record 2
The following is a DFT calculation (ωB97M-V/def2-TZVPD) of a cluster of 6 separate species, C6H27N2O5 in total.

The lowest unoccupied orbital energy is -2.60 eV. The value obtained for the gap between HOMO and LUMO is 10.20 eV. The value obtained for the energy above the lowest of the compared OMol25 structures with the same formula, charge and spin is 223.7 kJ/mol. The charge is +1. The total energy comes out at -730.254306 a.u. As for the maximum force: 0.0914 hartree/bohr.

Geometry (Å):
O -1.274 -0.017 -2.278
O -4.050 -0.988 -0.797
O -0.873 -3.205 -1.515
O 1.036 -1.111 -2.289
O 2.937 -1.245 0.264
N -0.638 0.361 0.131
N 1.735 1.517 -0.938
C -0.495 -1.393 1.941
C -1.435 -0.425 1.086
C 1.285 3.567 0.209
C -0.302 1.785 0.653
C 0.459 -0.787 2.922
C 0.678 2.304 -0.410
H 1.554 4.298 -0.608
H 0.777 -1.532 3.652
H -4.227 -1.354 -1.672
H -1.165 0.628 -0.747
H 2.267 3.476 0.702
H 2.818 -1.977 0.867
H -1.466 -3.793 -2.003
H -2.158 0.195 1.660
H -2.004 -1.135 0.449
H 3.741 -0.746 0.401
H -1.236 2.375 0.645
H 0.038 -2.076 1.246
H -1.207 -1.969 2.508
H 0.699 -2.002 -2.482
H 0.083 -0.019 3.579
H -1.091 -3.237 -0.575
H 2.527 1.183 -0.365
H -0.300 -0.339 -2.332
H 1.894 -1.298 -1.845
H 0.067 2.719 -1.330
H 1.442 -0.488 2.647
H 0.215 0.025 -0.264
H 0.669 4.109 0.939
H 0.209 1.718 1.656
H -1.346 0.481 -3.103
H 1.456 0.801 -1.576
H -3.319 -0.406 -1.027

Record 3
The following is a DFT calculation (ωB97M-V/def2-TZVPD) of a structure of composition C6H27NO8.

The lowest unoccupied orbital energy is -0.71 eV. The value obtained for the gap between HOMO and LUMO is 7.76 eV. The value obtained for the energy above the lowest of the compared OMol25 structures with the same formula, charge and spin is 1264.5 kJ/mol. The charge is 0. The total energy comes out at -901.045618 a.u. As for the maximum force: 0.1779 hartree/bohr.

Geometry (Å):
O 0.304 -3.277 -2.963
O 4.061 -1.107 -1.243
O -0.803 0.196 -1.742
O 1.231 -1.716 0.941
O 2.576 -0.370 0.050
O 3.362 -3.071 -0.898
O 1.221 -2.268 -1.209
O -2.718 4.068 1.567
N -1.362 1.371 0.841
C -2.188 3.110 2.477
C -0.410 0.320 0.563
C -0.691 -0.688 -0.616
C -3.701 4.902 2.102
C -1.187 -0.554 -2.955
C -0.998 2.269 1.959
H 3.360 -0.789 -0.674
H -0.239 -0.270 1.463
H 0.116 -1.393 -0.820
H 0.566 -2.730 -2.222
H -3.012 2.431 2.697
H 3.030 -3.908 -1.222
H 2.723 0.213 0.794
H 3.997 -2.061 -1.192
H 0.500 0.821 0.234
H -1.402 0.180 -3.732
H -1.846 3.659 3.354
H 0.290 -1.803 1.094
H 2.051 -2.743 -1.219
H 1.158 -1.914 -0.322
H -4.499 4.217 2.389
H 4.178 -3.294 -0.450
H -0.670 1.654 2.797
H -3.958 5.536 1.254
H 0.439 -4.174 -2.659
H -0.202 2.934 1.624
H -1.576 -1.228 -0.279
H -0.339 -1.083 -3.389
H -1.994 -1.279 -2.848
H 2.009 -1.061 0.394
H -1.573 1.945 0.037
H -3.385 5.546 2.923
H 1.582 -2.593 1.099

Record 4
The following is a DFT calculation (ωB97M-V/def2-TZVPD) of a cluster of 8 separate species, C6H27NO8 in total.

As for the SMILES: CCCCNC(C)=O.O.O.O.O.O.O.O. The lowest unoccupied orbital energy is -0.02 eV. The value obtained for the gap between HOMO and LUMO is 9.74 eV. The value obtained for the energy above the lowest of the compared OMol25 structures with the same formula, charge and spin is 194.2 kJ/mol. The charge is 0. The total energy comes out at -901.453274 a.u. As for the maximum force: 0.0640 hartree/bohr.

Geometry (Å):
O -1.262 1.687 -2.600
O 1.157 1.469 -1.740
O 1.502 -4.089 0.043
O -3.041 -1.233 -3.506
O -3.242 -1.420 -0.714
O 3.380 2.583 -0.803
O -3.597 1.433 -1.199
O -1.175 2.154 0.576
N 0.459 -2.173 0.736
C 1.818 -2.293 -1.391
C 1.361 -2.898 -0.105
C 1.041 -0.414 3.420
C 0.835 -0.767 0.879
C 1.778 -0.519 2.115
C 0.262 0.917 3.461
H -2.920 -2.292 -0.470
H -1.527 2.439 -3.132
H -0.219 -0.290 0.919
H -2.038 1.467 -2.035
H -0.640 2.458 -0.166
H 0.245 -1.194 3.594
H 0.796 1.862 -2.535
H -0.480 1.754 1.125
H 0.988 1.697 3.337
H 2.616 -1.576 -1.486
H 1.005 -1.824 -1.928
H 3.458 3.418 -0.327
H 2.373 -3.085 -1.932
H 2.285 0.483 1.979
H 2.565 -1.276 2.049
H 2.425 2.577 -0.895
H 1.239 -0.354 -0.071
H 0.155 -2.668 1.556
H -0.215 1.196 4.430
H -3.267 -1.133 -2.574
H -2.451 -0.846 -0.705
H 1.706 -0.582 4.243
H -3.752 0.497 -1.331
H 0.576 0.705 -1.671
H -3.302 1.532 -0.274
H -0.549 1.167 2.763
H -2.348 -0.569 -3.636